{"formula": "H2O2P", "method": "ωB97M-V/def2-TZVPD", "gap_ev": 8.41, "total_charge": -1, "total_energy_ha": -492.97339, "max_force_ev_per_a": 5.67, "e_lumo_ev": 4.75, "e_above_lowest_ev": 4.029, "species": ["O", "O", "P", "H", "H"], "coordinates": [[-0.073, -1.651, -0.048], [1.883, 0.844, 0.138], [-0.028, -0.178, 0.046], [-1.204, 0.321, 0.850], [-0.578, 0.663, -0.987]], "mulliken_charge": [-0.5941, -0.8386, 0.4182, 0.0129, 0.0016]}